ORCA calculation (wB97M-V/def2-TZVPD) on a structure of composition C30H47ClP2Zr.

```
81
Properties=species:S:1:pos:R:3:forces:R:3
Zr -0.393 -0.226 0.128 -0.642 3.877 3.400
C -1.116 2.611 0.524 -0.845 -0.343 0.698
C -2.065 1.481 0.410 1.178 0.162 0.820
C -1.596 1.950 2.670 -0.399 -0.861 -0.919
C -0.821 2.823 1.889 0.146 -0.520 -0.799
C -2.329 1.093 1.808 0.390 0.799 -0.313
C -0.923 3.715 -0.454 0.343 0.315 -0.492
H -1.502 3.570 -1.372 0.134 0.157 0.218
H 0.142 3.824 -0.714 -0.262 0.204 -0.109
H -1.249 4.681 -0.019 0.154 -0.545 -0.171
C 0.110 3.847 2.429 0.229 0.334 0.045
H 0.434 4.544 1.651 -0.036 -0.065 0.160
H 1.010 3.376 2.850 -0.229 0.187 -0.108
H -0.364 4.428 3.230 0.117 -0.071 -0.140
C -1.685 1.993 4.151 -0.133 0.004 0.274
H -1.549 3.020 4.513 -0.016 -0.243 -0.037
H -0.912 1.379 4.630 -0.177 0.011 0.016
H -2.658 1.637 4.504 0.177 0.037 -0.014
C -3.505 0.321 2.272 -0.593 -0.780 0.372
H -4.318 0.996 2.604 0.311 -0.238 -0.205
H -3.260 -0.311 3.142 -0.146 0.135 -0.271
H -3.920 -0.333 1.494 0.047 0.172 0.174
C -3.149 1.405 -0.624 -0.679 0.248 -0.015
H -4.040 1.876 -0.184 -0.017 -0.177 -0.315
H -3.430 0.385 -0.915 0.008 0.104 0.035
H -2.928 1.964 -1.539 0.088 -0.162 0.132
C 1.759 -1.418 -2.675 0.426 -0.101 -0.017
C 1.135 -0.789 -3.795 0.785 0.065 -0.685
C 0.052 -1.316 -4.629 -0.974 0.074 -0.125
C -0.959 -2.222 -3.884 0.029 -0.186 -1.109
C -1.105 -1.899 -2.422 0.332 1.656 1.198
C -0.761 -3.095 -1.593 -1.077 -1.794 -0.011
C 0.658 -3.719 -1.797 -0.538 -0.587 0.653
C 1.609 -2.997 -2.715 0.615 0.620 0.152
H 0.524 -1.858 -5.484 0.072 0.335 0.209
H -0.657 -3.276 -4.024 -0.178 0.408 0.186
H -0.503 -0.474 -5.090 0.523 -0.307 0.040
H 1.405 -3.308 -3.754 0.023 0.544 0.324
H 2.855 -1.238 -2.599 -0.529 0.461 -0.475
H 1.578 0.160 -4.124 -0.141 -0.312 0.040
H 2.621 -3.395 -2.553 -0.258 0.162 0.169
H 1.113 -3.896 -0.813 0.121 0.193 -0.213
H -1.509 -3.912 -1.835 0.706 0.388 0.197
H 0.561 -4.743 -2.220 -0.127 0.610 0.322
H -1.932 -2.162 -4.402 0.390 0.150 0.034
H -2.064 -1.416 -2.180 -0.037 -0.709 -0.142
P 1.297 1.547 -1.528 -0.767 -1.805 0.656
C 3.040 1.642 -2.051 0.150 0.508 -0.695
C -0.011 1.697 -2.848 0.701 0.211 -0.406
P -1.201 -2.691 0.134 -0.577 -0.731 -0.798
C 1.266 -0.341 -1.440 1.326 -0.656 -0.758
C -2.995 -2.891 0.136 -0.513 0.096 0.424
C -0.516 -3.905 1.241 0.291 -0.446 0.999
H 3.656 1.226 -1.236 -0.327 0.198 -0.245
H 3.336 2.687 -2.245 -0.042 -0.503 0.068
H 3.157 1.031 -2.956 0.363 0.336 0.182
H -0.233 0.707 -3.271 -0.043 0.408 0.152
H 0.349 2.361 -3.644 -0.312 -0.040 0.065
H -0.956 2.078 -2.443 0.500 -0.012 -0.023
H -0.378 -4.917 0.837 -0.195 0.348 -0.121
H -1.192 -3.972 2.107 0.274 -0.025 -0.141
H 0.451 -3.537 1.605 -0.140 -0.233 -0.010
H 1.941 -0.610 -0.583 -0.504 0.002 -0.406
H 0.152 -0.742 -1.601 -0.129 -1.061 -1.446
H -3.324 -2.789 1.176 -0.095 -0.063 -0.132
H -3.322 -3.864 -0.248 0.230 0.141 0.064
H -3.494 -2.101 -0.434 0.154 -0.133 0.012
Cl 3.379 -1.281 0.950 0.183 -0.408 -0.211
C 3.239 -0.040 2.152 0.031 1.098 1.068
C 4.418 0.520 2.650 0.196 0.355 0.313
C 4.373 1.443 3.716 -0.239 -0.419 -0.297
C 3.130 1.753 4.288 0.069 0.056 -0.206
C 1.950 1.224 3.746 0.452 -0.306 -0.108
C 1.973 0.328 2.650 0.398 -0.028 -0.002
C 0.726 -0.274 2.086 -0.300 -0.290 -0.193
H 5.384 0.233 2.216 -0.481 0.080 0.225
H 5.307 1.877 4.111 -0.644 -0.324 -0.272
H 3.084 2.420 5.165 -0.024 -0.402 -0.569
H 0.998 1.468 4.227 0.397 -0.115 -0.332
H 0.781 -1.379 2.127 0.125 -0.037 0.144
H -0.127 0.016 2.721 0.179 -0.214 -0.179
```
Positions in Å, forces in eV/Å.

Output
* LUMO level (spin up / spin down): -7.975 / -7.975 eV
* orbital gap (spin up / spin down): 4.634 / 4.633 eV
* net charge: +2
* relative energy (zero: lowest compared OMol25 entry of this formula, charge and spin): 136.8 kcal per mole
* calculated total energy: -64231.175 eV
* max |F|: 5.2 eV/Å


ORCA calculation (wB97M-V/def2-TZVPD) on a structure of composition C30H47N4OPtSSi2.

```
86
Properties=species:S:1:pos:R:3:forces:R:3
Pt 0.047 0.134 -0.453 0.309 0.164 0.002
N 2.007 0.925 -4.018 0.067 -0.007 -0.028
C 1.268 1.539 -2.933 -0.424 0.159 0.182
C 2.173 2.337 -2.006 0.071 0.016 -0.031
C 1.452 2.899 -0.781 -0.108 0.002 0.031
N 1.155 1.843 0.223 -0.011 0.125 0.093
C 0.150 3.607 -1.164 0.013 -0.031 0.006
C -0.745 2.807 -2.109 -0.039 -0.011 0.024
N -1.351 1.648 -1.396 -0.074 0.001 -0.026
C 0.043 2.359 -3.340 0.102 0.075 -0.046
H 2.003 -1.252 -2.916 -0.052 0.048 -0.010
H 2.906 1.366 -4.167 -0.017 0.015 -0.023
H 1.502 0.945 -4.895 -0.013 -0.027 0.017
H 0.810 0.731 -2.328 0.350 -0.287 -0.073
H 2.583 3.187 -2.564 0.012 -0.020 -0.010
H 3.023 1.723 -1.693 -0.014 -0.022 0.015
H 2.109 3.630 -0.302 -0.010 0.020 -0.022
H 0.606 2.263 0.977 0.042 0.001 -0.040
H 2.004 1.512 0.680 0.040 0.007 -0.113
H 0.405 4.541 -1.670 0.020 -0.007 -0.006
H -0.397 3.890 -0.260 -0.026 -0.025 -0.014
H -1.561 3.457 -2.437 0.024 0.033 0.009
H -2.004 1.164 -2.006 0.019 0.021 -0.033
H -1.887 1.985 -0.596 0.027 0.006 -0.002
H 0.345 3.254 -3.894 0.015 -0.021 -0.016
H -0.595 1.771 -4.009 -0.004 -0.020 0.017
C -0.103 -6.006 -4.493 0.021 0.025 0.006
Si 0.978 -4.720 -3.671 0.003 0.036 -0.057
C 1.795 -3.639 -4.968 -0.003 -0.029 0.024
C 2.224 -5.579 -2.581 -0.058 -0.006 0.005
C -0.201 -3.619 -2.639 -0.022 -0.080 -0.035
C -1.568 -3.912 -2.577 -0.005 0.003 0.062
C -2.436 -3.137 -1.825 0.068 0.008 0.032
C -1.930 -2.034 -1.168 -0.074 -0.022 0.008
N -0.639 -1.702 -1.256 -0.022 0.041 -0.020
C 0.208 -2.485 -1.947 0.025 0.042 0.028
S 1.939 -2.037 -1.819 -0.026 -0.007 -0.044
H 0.535 -6.694 -5.052 0.003 0.003 -0.010
H -0.813 -5.575 -5.201 -0.010 0.017 0.013
H -0.658 -6.604 -3.767 0.003 -0.015 -0.002
H 1.969 -4.208 -5.884 0.002 -0.022 0.006
H 2.758 -3.260 -4.626 -0.002 0.016 0.007
H 1.167 -2.784 -5.228 -0.004 -0.009 -0.019
H 2.760 -6.319 -3.180 0.028 0.004 0.005
H 1.738 -6.111 -1.762 -0.005 -0.001 0.003
H 2.955 -4.890 -2.159 0.002 0.001 0.002
H -1.956 -4.774 -3.105 0.006 -0.006 -0.014
H -3.485 -3.382 -1.739 -0.005 -0.005 -0.009
H -2.534 -1.394 -0.537 0.014 0.006 -0.001
C -1.326 -1.696 4.311 0.028 0.000 -0.046
C -1.854 -0.274 4.079 -0.110 -0.055 0.130
C -3.321 -0.354 3.636 0.018 0.072 -0.026
C -1.770 0.519 5.388 0.058 0.036 -0.014
Si -0.836 0.528 2.720 -0.109 0.180 -0.428
O -1.071 -0.222 1.302 -0.230 -0.367 0.156
C -1.397 2.326 2.375 0.059 -0.003 0.011
C -2.561 2.462 1.602 -0.050 -0.003 0.063
C -3.026 3.701 1.183 -0.008 0.015 -0.002
C -2.321 4.854 1.513 0.011 0.014 0.036
C -1.165 4.750 2.272 -0.051 0.016 0.019
C -0.718 3.503 2.700 0.032 -0.048 -0.037
C 1.000 0.533 3.136 0.018 0.050 0.217
C 1.879 -0.278 2.413 0.069 -0.113 -0.006
C 3.243 -0.299 2.679 -0.021 0.012 0.003
C 3.759 0.487 3.699 -0.009 0.022 0.013
C 2.904 1.278 4.455 0.043 0.001 -0.006
C 1.545 1.297 4.175 0.008 -0.008 -0.041
H -1.935 -2.201 5.067 0.001 0.000 0.012
H -0.292 -1.691 4.665 0.002 0.006 -0.002
H -1.367 -2.292 3.397 -0.006 0.004 -0.004
H -3.904 -0.892 4.389 -0.007 -0.013 -0.003
H -3.427 -0.879 2.685 0.005 -0.019 0.002
H -3.767 0.639 3.531 0.008 -0.005 0.006
H -2.447 0.085 6.130 0.003 -0.010 0.008
H -2.058 1.566 5.254 -0.019 -0.004 -0.005
H -0.764 0.493 5.814 -0.001 0.001 -0.014
H -3.118 1.569 1.333 -0.004 0.003 0.003
H -3.944 3.774 0.611 0.012 -0.004 -0.001
H -2.679 5.824 1.192 0.002 -0.004 -0.001
H -0.615 5.643 2.543 0.009 0.001 -0.001
H 0.194 3.457 3.284 0.022 -0.008 0.048
H 1.492 -0.930 1.633 -0.034 0.014 0.022
H 3.897 -0.941 2.101 0.009 -0.008 0.004
H 4.819 0.473 3.917 0.002 -0.004 -0.002
H 3.297 1.877 5.266 0.003 0.001 -0.002
H 0.900 1.913 4.792 -0.018 0.008 -0.006
```
Positions in Å, forces in eV/Å.

Output
* LUMO level (spin up / spin down): -2.375 / -3.362 eV
* orbital gap (spin up / spin down): 7.671 / 7.835 eV
* net charge: +1
* relative energy (zero: lowest compared OMol25 entry of this formula, charge and spin): 0.0 kcal per mole
* calculated total energy: -69715.996 eV
* spin multiplicity: 3
* max |F|: 0.5 eV/Å


ORCA calculation (wB97M-V/def2-TZVPD) on a structure of composition C30H48BrCaClF5IMg2N2O15P2S3.

```
111
Properties=species:S:1:pos:R:3:forces:R:3
C 1.393 -2.014 -5.483 -0.266 0.690 0.021
C 0.012 -1.449 -4.965 0.313 -1.420 -2.890
O 0.052 -0.407 -4.013 -0.397 -0.102 0.474
C 0.069 -0.582 -2.619 -0.053 -0.605 -1.004
C 0.296 -2.099 -2.326 0.095 -1.022 0.262
C 1.289 0.379 -2.126 -1.194 -0.782 -1.683
I 1.520 1.869 -3.766 -0.224 0.414 0.581
O 2.385 -0.484 -2.218 -0.912 1.016 0.851
C 3.528 -0.288 -3.029 3.795 -1.911 -0.403
C 4.488 -1.503 -2.624 -0.356 0.485 0.296
C 1.200 0.996 -0.648 2.402 -0.510 -0.979
C 2.177 2.221 -0.692 0.285 0.281 0.214
P 2.942 2.920 0.831 2.105 2.789 1.259
O 2.492 4.312 1.024 -1.084 -0.800 -0.371
O 4.587 3.016 0.646 -1.970 -1.286 0.466
O 2.654 2.125 2.251 0.587 -0.336 -1.057
P 2.277 -0.294 0.346 1.404 -1.388 0.041
S 4.203 -0.181 0.293 -0.929 1.781 -0.927
N -0.200 1.252 -0.090 -0.816 2.018 0.850
C -0.499 0.466 1.182 -1.316 -1.630 1.886
C -0.673 -1.072 1.245 0.371 -1.050 1.174
C -0.324 -1.533 2.733 -1.383 -1.420 -0.416
C -1.148 -0.771 3.827 1.560 0.942 -0.385
C -0.802 -3.071 2.784 -0.280 1.031 0.461
C -0.304 2.678 0.550 0.069 2.839 0.299
C -1.657 3.244 1.117 0.531 0.567 1.218
O -1.638 3.185 2.537 0.188 -1.245 -0.649
C -1.905 4.786 0.817 -0.707 0.277 1.948
F -2.702 5.226 1.830 0.162 -0.268 -0.891
F -0.803 5.523 0.899 -0.325 -0.532 -1.037
F -2.634 4.983 -0.308 1.004 -0.302 -0.060
C -1.342 1.159 -1.057 -0.798 -3.379 -0.900
O -1.903 2.284 -1.760 0.614 0.886 0.017
C -1.267 3.245 -2.443 -1.480 -3.362 2.122
N -0.650 4.167 -2.604 1.765 3.212 -1.215
C -1.390 -0.114 -2.063 0.202 -0.198 1.650
O -1.872 -1.221 -1.372 0.503 0.539 0.129
C -3.175 -1.708 -1.194 -3.313 -1.524 1.535
C -4.181 -1.001 -0.187 0.241 -0.241 -0.087
S -2.596 0.225 -3.455 -0.662 -0.289 -5.698
O -2.210 1.216 -4.412 0.283 1.366 2.235
O -2.887 -0.977 -4.180 -0.095 -0.638 2.492
F -4.041 0.728 -2.835 1.773 -0.435 0.495
H 1.157 -2.921 -6.084 0.334 0.428 0.653
H 2.133 -2.203 -4.682 -0.498 -0.316 -0.432
H 1.876 -1.305 -6.199 -0.440 -0.349 0.636
H -0.414 -0.994 -5.897 0.103 0.051 1.027
H -0.690 -2.301 -4.800 0.512 0.808 0.707
H 1.191 -2.525 -2.833 -0.426 0.904 0.379
H 0.411 -2.372 -1.261 -0.110 0.380 -0.528
H -0.527 -2.743 -2.714 0.310 0.896 0.353
H 3.424 -0.466 -4.123 -0.929 0.720 0.844
H 4.165 0.606 -2.821 -1.240 -0.128 -0.079
H 5.014 -1.924 -3.502 -0.485 0.207 0.449
H 5.262 -1.190 -1.891 -0.502 -0.163 -0.502
H 3.889 -2.309 -2.118 0.703 0.176 -0.603
H 1.759 3.124 -1.201 0.096 -0.769 0.442
H 3.064 1.951 -1.317 -0.775 -0.152 0.470
H 4.961 2.883 1.535 0.366 0.168 -0.496
H 3.418 1.586 2.543 -0.486 -0.123 -0.276
H 1.946 -1.628 -0.039 -0.472 0.799 0.063
H 2.021 -0.264 1.748 -0.653 0.145 -0.561
H 0.200 0.745 2.003 0.029 0.203 -1.291
H -1.480 0.764 1.638 0.675 0.595 -0.991
H -1.725 -1.418 1.112 0.723 0.699 -0.215
H -0.060 -1.737 0.615 -0.229 0.763 -0.054
H 0.779 -1.528 2.906 -0.684 0.455 -0.031
H -0.705 0.252 3.937 -0.520 -0.657 0.184
H -2.226 -0.652 3.590 0.612 -0.476 0.215
H -0.993 -1.255 4.831 -0.512 0.481 -0.539
H -1.167 -3.384 1.783 0.591 -0.349 0.652
H 0.003 -3.763 3.174 -0.643 0.204 -0.926
H -1.697 -3.121 3.458 0.630 -0.226 -0.490
H 0.372 2.766 1.433 -0.315 -0.499 -0.802
H 0.029 3.493 -0.126 0.167 -1.054 -0.145
H -2.635 2.727 0.828 2.179 0.984 2.375
H -2.519 2.928 2.866 0.219 0.340 -0.075
H -2.244 0.872 -0.327 1.272 0.101 -0.878
H -3.069 -2.721 -0.726 0.656 0.813 -0.533
H -3.816 -1.947 -2.078 1.261 0.592 -0.026
H -4.905 -0.333 -0.695 0.594 -0.169 0.345
H -4.795 -1.796 0.304 0.491 0.477 -0.485
H -3.669 -0.460 0.638 -0.335 -0.221 -0.482
F 4.312 -4.081 -1.870 -0.340 0.111 0.267
Cl 5.870 -2.220 1.051 -0.814 -0.219 2.131
Mg 0.327 -3.092 5.199 0.781 0.433 1.260
C 1.720 0.662 10.126 1.329 2.395 0.346
C 1.169 -0.121 9.090 -0.383 -1.404 -1.272
C 2.161 -1.126 8.478 1.932 0.148 0.550
O 1.829 -1.953 7.614 -1.120 -0.642 -1.045
C 3.522 -1.103 8.926 -1.003 -0.405 -1.386
C 4.076 -0.318 9.946 0.408 0.232 0.909
C 3.070 0.613 10.643 -2.287 -1.318 0.314
O 3.348 1.342 11.614 0.951 1.378 -1.105
O 5.241 -0.295 10.331 -0.243 0.228 -0.312
O 0.027 -0.082 8.656 0.232 0.376 0.181
H 1.088 1.393 10.632 -0.353 -0.371 0.285
H 4.164 -1.794 8.394 0.142 0.003 0.176
Ca 3.124 2.773 9.445 -0.084 -1.079 1.348
C -3.942 -0.078 -7.189 -0.113 0.173 0.043
S -4.118 -1.429 -8.370 0.018 -0.048 -0.089
O -3.878 -0.869 -9.722 -0.042 0.011 0.189
C -5.899 -1.619 -8.173 -0.118 0.061 0.039
H -2.898 0.233 -7.176 -0.011 -0.072 -0.061
H -4.568 0.763 -7.490 0.012 -0.047 -0.088
H -4.229 -0.424 -6.196 0.000 -0.060 -0.045
H -6.401 -0.681 -8.413 0.077 0.009 -0.035
H -6.123 -1.916 -7.147 0.042 -0.023 -0.014
H -6.237 -2.397 -8.857 0.106 0.015 -0.004
Br 4.136 -1.339 2.933 1.601 -1.207 -0.740
Mg -3.395 2.285 -0.422 -4.676 0.126 -2.516
```
Positions in Å, forces in eV/Å.

Output
* LUMO level: -9.456 eV
* orbital gap: 1.668 eV
* net charge: +2
* calculated total energy: -250206.315 eV
* max |F|: 5.7 eV/Å